This record from the OMol25 dataset describes C25H34I2N2O6PtSi4Te as an isolated structure. The level of theory is ωB97M-V/def2-TZVPD.

Last column: Löwdin spin population.
CARTESIAN COORDINATES (ANGSTROEM)
1 Pt -1.2005 -0.4158 0.5755  1.380
2 O 0.3225 0.0529 6.6683  0.007
3 C 0.1482 0.0072 5.3149  0.054
4 C 1.1775 -0.1333 4.4362  0.099
5 C 0.9148 -0.1951 3.0334  0.180
6 N -0.4053 -0.0769 2.5909  0.276
7 C -1.3866 0.0779 3.4975  0.016
8 C -1.1816 0.1178 4.8500  0.113
9 C -2.7837 0.2385 2.9318  0.004
10 O -3.7593 0.0206 3.6385  0.020
11 O -2.8094 0.5959 1.6844  0.116
12 C 1.9893 -0.3363 2.1310  0.169
13 O 3.2082 -0.2736 2.3601  0.185
14 O 1.5432 -0.5484 0.8285  0.051
15 H 1.2575 -0.0601 6.8640  0.000
16 H 2.2081 -0.2168 4.7634  0.006
17 H -2.0200 0.2323 5.5229  0.008
18 I -2.3674 -3.9070 4.3802  0.071
19 C -3.5590 -3.2880 2.8215  0.228
20 C -4.9291 -3.5081 2.8342  -0.019
21 C -5.7229 -3.0403 1.8061  0.239
22 I -7.7528 -3.4624 1.9089  0.062
23 C -5.1883 -2.2706 0.7093  0.015
24 C -5.9547 -1.6959 -0.3150  0.024
25 C -5.3403 -0.9459 -1.2780  -0.008
26 C -3.9546 -0.7637 -1.2108  0.034
27 N -3.2197 -1.3002 -0.2664  0.075
28 C -3.8076 -2.0479 0.6731  0.062
29 C -2.9213 -2.6223 1.7105  0.073
30 O -1.6987 -2.5197 1.6130  0.285
31 H -5.3754 -4.0444 3.6590  -0.005
32 H -7.0279 -1.8341 -0.3298  0.002
33 H -5.9105 -0.4848 -2.0743  -0.001
34 H -3.4296 -0.1532 -1.9397  0.002
35 C 4.9797 0.4286 -2.3477  0.000
36 Si 4.0499 -0.9202 -1.4393  0.001
37 C 5.0929 -1.6885 -0.1145  0.001
38 C 3.5056 -2.2081 -2.6764  0.001
39 Si 2.1438 0.1440 -0.5690  0.018
40 Te 0.0329 -0.9173 -1.7268  0.068
41 Si -0.3708 0.7539 -3.5741  0.019
42 C 1.3117 1.2103 -4.2172  0.006
43 C -1.4041 2.2027 -3.0286  0.002
44 C -1.2161 -0.2198 -4.9166  0.002
45 Si 1.9775 2.4722 -0.0790  0.006
46 C 3.3474 2.8113 1.1374  0.002
47 C 2.1844 3.6631 -1.5113  0.001
48 C 0.3031 2.7738 0.6978  0.026
49 H 5.8941 0.0426 -2.8127  0.000
50 H 5.2663 1.2340 -1.6613  0.000
51 H 4.3581 0.8642 -3.1397  0.000
52 H 5.8866 -2.2922 -0.5676  0.000
53 H 4.4901 -2.3265 0.5378  0.000
54 H 5.5445 -0.9194 0.5184  0.000
55 H 4.3744 -2.6847 -3.1437  0.000
56 H 2.8960 -1.7581 -3.4662  0.001
57 H 2.9047 -2.9868 -2.1975  0.000
58 H 1.9705 1.5968 -3.4441  0.000
59 H 1.2207 1.9670 -5.0067  0.001
60 H 1.7789 0.3194 -4.6537  0.000
61 H -0.8098 3.1217 -3.0095  0.000
62 H -1.8173 2.0558 -2.0266  0.001
63 H -2.2345 2.3506 -3.7272  0.000
64 H -0.6250 -1.1085 -5.1580  0.000
65 H -1.3050 0.3906 -5.8238  0.000
66 H -2.2190 -0.5521 -4.6265  0.000
67 H 4.3106 2.9104 0.6247  0.000
68 H 3.4377 2.0043 1.8710  0.001
69 H 3.1419 3.7483 1.6672  0.000
70 H 3.0776 3.4484 -2.1095  0.000
71 H 2.2985 4.6728 -1.0967  0.000
72 H 1.3153 3.6740 -2.1737  0.000
73 H -0.4035 1.9628 0.5177  0.018
74 H -0.1475 3.6879 0.2973  0.001
75 H 0.3943 2.8725 1.7826  0.000

Forces on the atoms, in the same order (eV/Å):
Pt -0.36 0.72 0.49
O -0.07 -0.02 -0.09
C 0.03 0.02 0.19
C 0.04 0.00 -0.16
C -0.49 0.13 0.21
N 0.44 -0.18 -0.10
C 0.22 -0.01 -0.01
C -0.11 0.01 0.00
C -0.13 0.00 -0.02
O 0.14 0.08 -0.26
O 0.01 -0.30 0.22
C 0.34 0.13 -0.27
O -0.50 -0.11 -0.04
O 0.44 -0.16 0.13
H 0.07 0.01 0.01
H -0.05 0.01 -0.04
H 0.07 -0.01 -0.05
I -0.06 0.06 -0.12
C 0.00 -0.15 0.02
C 0.17 0.12 -0.11
C -0.15 0.03 -0.07
I 0.05 0.03 -0.01
C 0.04 -0.12 0.19
C -0.21 -0.08 0.10
C 0.16 0.15 -0.20
C -0.14 0.14 -0.22
N 0.03 -0.29 0.05
C -0.19 -0.06 0.21
C -0.35 -0.05 0.01
O 0.30 0.01 -0.02
H 0.00 0.01 0.01
H 0.03 -0.01 0.01
H 0.05 -0.01 0.05
H -0.04 -0.02 0.02
C 0.11 0.19 -0.07
Si -0.01 0.17 -0.29
C 0.06 -0.03 0.31
C -0.10 -0.17 -0.12
Si -0.43 -0.10 0.30
Te 0.63 -0.03 -0.13
Si -0.05 -0.18 -0.01
C 0.13 -0.03 -0.20
C -0.09 0.24 0.13
C -0.20 -0.14 -0.11
Si 0.05 0.00 -0.24
C 0.21 -0.07 0.18
C 0.11 0.03 -0.22
C -0.07 0.09 0.12
H -0.10 0.04 0.04
H -0.01 -0.07 -0.10
H 0.10 -0.04 0.08
H -0.05 0.06 0.03
H 0.08 0.05 -0.04
H -0.04 -0.10 -0.02
H -0.07 0.04 0.04
H 0.04 -0.06 0.03
H 0.04 0.03 -0.06
H 0.08 0.10 0.08
H 0.04 -0.08 0.10
H -0.02 0.13 0.05
H -0.09 -0.07 0.01
H 0.01 0.03 -0.08
H 0.07 0.02 0.07
H -0.08 0.08 -0.01
H -0.02 -0.07 0.10
H 0.11 0.04 -0.05
H -0.08 0.00 0.06
H 0.02 0.11 -0.03
H 0.04 -0.05 -0.06
H -0.12 0.05 0.05
H -0.03 -0.12 -0.05
H 0.07 -0.01 -0.01
H -0.15 -0.07 -0.04
H 0.05 -0.05 0.07
H -0.05 -0.03 -0.05

Properties
E_HOMO (alpha / beta): -5.03 / -8.16 eV
Kohn-Sham gap (alpha / beta): 4.28 / 5.42 eV
multiplicity: 5


This record from the OMol25 dataset describes one molecule with the formula C25H34N2O4S. The level of theory is ωB97M-V/def2-TZVPD.

Last column: Mulliken charge in e.
CARTESIAN COORDINATES (ANGSTROEM)
1 C -3.8122 -2.0496 0.8956  -0.712
2 O -2.5808 -2.6317 0.5597  -0.245
3 C -2.1198 -3.5560 1.5224  -0.733
4 C -0.8514 -4.2056 0.9904  -0.823
5 N 0.1415 -3.1837 0.7396  -0.064
6 C 1.2133 -3.4479 -0.0453  0.296
7 S 1.5405 -5.0095 -0.5012  -0.461
8 N 2.0249 -2.4151 -0.3861  0.249
9 C 3.0565 -2.5677 -1.3861  -1.053
10 C 4.3862 -2.0814 -0.8260  -1.188
11 C 4.2383 -0.6566 -0.3817  -0.102
12 C 5.3291 0.2113 -0.3805  -0.404
13 C 5.2052 1.5248 0.0291  1.047
14 O 6.2134 2.4375 0.0614  -0.454
15 C 7.4965 2.0285 -0.3407  -0.928
16 C 3.9418 1.9949 0.4582  0.940
17 O 3.8992 3.2976 0.8520  -0.495
18 C 2.6754 3.8131 1.3119  -0.878
19 C 2.8663 1.1301 0.4536  -0.737
20 C 3.0033 -0.1927 0.0297  -1.229
21 C 1.7739 -1.0703 0.0798  0.048
22 C 0.5846 -0.4226 -0.6813  -1.443
23 O -0.3047 0.0709 0.2975  -0.159
24 C -1.5140 0.5764 -0.0906  0.464
25 C -1.9797 0.6213 -1.3960  -0.208
26 C -3.2412 1.1321 -1.6561  -1.227
27 C -4.0578 1.6114 -0.6439  0.886
28 C -5.4354 2.1443 -0.9514  0.179
29 C -5.5611 3.6122 -0.5387  -1.521
30 C -6.5080 1.2943 -0.2662  -1.470
31 C -3.5692 1.5777 0.6588  0.115
32 C -2.3187 1.0699 0.9352  -1.210
33 H -3.7475 -1.5007 1.8431  0.346
34 H -4.5985 -2.8097 0.9813  0.415
35 H -4.0574 -1.3544 0.0956  0.054
36 H -2.8793 -4.3294 1.7071  0.460
37 H -1.9176 -3.0380 2.4738  0.306
38 H -0.4611 -4.9283 1.7141  0.372
39 H -1.0734 -4.7458 0.0615  0.445
40 H -0.2358 -2.2476 0.7612  0.242
41 H 3.1043 -3.6232 -1.6586  0.552
42 H 2.7902 -1.9769 -2.2721  0.279
43 H 5.1673 -2.1714 -1.5815  0.447
44 H 4.6656 -2.7085 0.0254  0.307
45 H 6.2826 -0.1711 -0.7085  0.475
46 H 8.1324 2.9049 -0.2269  0.238
47 H 7.8789 1.2198 0.2910  0.356
48 H 7.5083 1.7073 -1.3877  0.354
49 H 2.3181 3.2760 2.1969  0.338
50 H 1.9042 3.7814 0.5347  0.342
51 H 2.8754 4.8501 1.5769  0.238
52 H 1.8958 1.4614 0.7868  0.607
53 H 1.4707 -1.1280 1.1350  0.788
54 H 0.9312 0.3913 -1.3316  0.815
55 H 0.0932 -1.1820 -1.3048  0.614
56 H -1.3794 0.2611 -2.2165  0.507
57 H -3.5922 1.1525 -2.6783  0.267
58 H -5.5910 2.0807 -2.0341  0.405
59 H -5.4504 3.7229 0.5370  0.296
60 H -6.5358 4.0012 -0.8247  0.460
61 H -4.7933 4.2091 -1.0260  0.359
62 H -7.4996 1.6523 -0.5336  0.471
63 H -6.4214 0.2540 -0.5729  0.336
64 H -6.4060 1.3416 0.8151  0.287
65 H -4.1737 1.9496 1.4724  0.264
66 H -1.9407 1.0395 1.9456  0.480

Forces on the atoms, in the same order (eV/Å):
C -0.11 0.08 0.06
O 0.31 -0.17 -0.09
C 0.18 -0.08 0.04
C -0.45 -0.15 0.11
N -0.02 0.44 -0.13
C 0.19 -0.08 0.16
S 0.09 -0.79 -0.20
N -0.15 0.13 0.17
C 0.52 -0.21 -0.19
C -0.25 -0.03 -0.06
C -0.25 0.00 0.09
C 0.11 0.30 0.08
C 0.02 0.08 0.03
O -0.42 0.00 0.09
C 0.20 -0.08 -0.07
C 0.04 0.08 0.02
O 0.31 -0.28 -0.15
C -0.21 0.08 0.06
C 0.12 0.22 0.03
C 0.32 -0.19 -0.04
C -0.44 0.28 0.06
C 0.18 -0.12 -0.27
O -0.21 0.10 0.26
C -0.17 0.10 0.03
C 0.39 -0.17 0.05
C -0.15 0.07 0.14
C -0.05 -0.02 -0.31
C -0.09 0.06 0.18
C -0.01 -0.16 -0.23
C 0.08 0.08 -0.26
C 0.09 -0.03 -0.06
C 0.18 -0.06 -0.03
H -0.03 0.01 -0.02
H 0.00 0.01 -0.01
H -0.08 0.05 0.04
H 0.10 0.05 0.00
H -0.06 -0.03 -0.04
H -0.13 0.03 -0.10
H 0.03 0.06 0.19
H 0.07 0.13 -0.02
H -0.04 0.26 0.00
H 0.02 -0.04 -0.01
H 0.03 0.00 -0.02
H 0.02 -0.09 -0.06
H 0.15 0.02 -0.05
H 0.00 -0.09 -0.03
H -0.02 0.02 -0.03
H -0.01 0.00 0.05
H 0.01 0.00 -0.04
H 0.03 -0.02 0.03
H -0.06 -0.07 0.00
H -0.13 0.14 0.06
H -0.01 -0.02 -0.18
H -0.08 -0.08 0.07
H 0.01 0.06 0.09
H 0.09 -0.06 -0.05
H -0.05 0.01 -0.09
H 0.06 -0.02 0.07
H 0.01 0.04 0.15
H -0.11 0.09 0.01
H 0.05 0.11 0.00
H -0.14 0.01 0.02
H -0.04 -0.11 0.01
H -0.01 0.00 0.15
H -0.08 0.05 0.12
H 0.05 -0.02 0.13

Properties
ΔE to the lowest compared entry with this formula, charge and spin: 105.8 kJ/mol
E_HOMO: -7.79 eV
Kohn-Sham gap: 8.45 eV
structure (SMILES): COCCNC(=S)N1CCc2cc(OC)c(OC)cc2[C@H]1COc1ccc(C(C)C)cc1


Number 1: E -99995.1968 eV. Number 2: E -48481.7091 eV.